[1]
{
  "formula": "C7H13N2",
  "method": "ωB97M-V/def2-TZVPD",
  "symbols": ["C", "N", "N", "C", "C", "C", "C", "C", "C", "H", "H", "H", "H", "H", "H", "H", "H", "H", "H", "H", "H", "H"],
  "coordinates": [[1.317659, 1.414115, -0.116131], [0.697299, -0.023484, 0.046779], [1.654515, -1.000556, 0.409739], [-0.052864, -0.417979, -1.169859], [-1.453962, -0.812628, -0.688916], [-2.031498, 0.504710, -0.443055], [-1.376583, 1.011489, 0.578905], [-0.428717, 0.001385, 1.196365], [-1.202657, -1.303399, 0.795253], [1.619067, 1.686755, 0.923724], [2.084494, 1.476173, -0.802777], [0.306488, 1.822325, -0.308960], [2.296079, -1.169125, -0.301155], [1.844777, -0.918719, 1.369423], [0.503927, -1.224500, -1.676425], [-0.173995, 0.427073, -1.853966], [-2.036357, -1.529938, -1.264950], [-2.582866, 1.179941, -1.108198], [-1.452211, 2.006363, 0.855858], [0.189923, 0.160266, 2.089966], [-2.141090, -1.432296, 1.327657], [-0.511678, -2.094854, 0.874699]],
  "forces_ev_per_angstrom": [[-4.02, -1.50, 3.44], [1.31, 0.84, 0.22], [-2.73, -0.19, -0.12], [0.30, -1.20, -1.61], [-0.18, -1.93, 1.05], [-0.47, 1.57, -0.25], [-0.15, -0.16, 1.79], [-0.42, -0.06, -2.24], [0.74, 1.83, -0.47], [0.05, -0.03, -0.97], [1.28, -0.05, -1.67], [1.50, 1.36, -0.56], [1.67, -0.19, -0.75], [1.15, -0.04, 0.96], [-0.26, 0.32, 0.26], [0.52, -0.19, 0.11], [0.38, 0.14, -0.30], [-0.11, -0.78, 0.11], [-0.08, 1.73, 0.78], [-0.98, -0.03, 0.08], [0.21, -0.04, 0.12], [0.27, -1.42, 0.02]],
  "mulliken_charge": [-0.73, 0.15, -0.65, -0.52, -0.37, -0.37, -0.89, -0.12, -0.59, 0.32, 0.37, 0.38, 0.24, 0.21, 0.40, 0.34, 0.49, 0.42, 0.58, 0.52, 0.42, 0.40],
  "e_homo_ev": -14.0,
  "total_charge": 1,
  "multiplicity": 1,
  "smiles": "C[N@+]1(N)C[C@@H]2C=C[C@H]1C2"
}

=====

[2]
{
  "formula": "C5H11N",
  "method": "ωB97M-V/def2-TZVPD",
  "symbols": ["C", "C", "C", "C", "C", "N", "H", "H", "H", "H", "H", "H", "H", "H", "H", "H", "H"],
  "coordinates": [[1.896914, 1.489820, -0.564488], [1.605228, 0.476084, 0.237463], [0.226146, 0.220116, 0.847925], [-0.721677, -0.854474, 0.346054], [-0.614978, -0.991768, -1.182128], [-2.182135, -0.604540, 0.647137], [2.904204, 1.743785, -0.935331], [1.299166, 2.375984, -0.734230], [2.262263, -0.397048, 0.332022], [-0.263328, 1.185689, 0.665739], [0.368700, 0.270297, 1.947666], [-0.522400, -1.798349, 0.857641], [-0.816950, -2.011019, -1.536590], [0.419597, -0.720755, -1.360339], [-1.153989, -0.222860, -1.712499], [-2.375721, 0.390095, 0.483616], [-2.331034, -0.551054, 1.660338]],
  "forces_ev_per_angstrom": [[1.39, 1.24, 0.38], [-0.88, -1.77, -0.63], [0.44, 2.66, 0.71], [-1.47, -0.45, -0.35], [1.21, -0.30, 0.87], [0.69, 1.07, 0.99], [-0.30, -0.97, 0.09], [-0.84, -0.31, 0.18], [0.36, 0.61, 0.06], [-0.37, -0.02, -0.06], [-0.26, -0.66, -0.36], [0.25, -0.11, -0.31], [-0.18, 0.51, 0.01], [0.28, -0.52, -0.69], [-0.68, 0.05, -0.05], [0.11, -0.23, -0.83], [0.25, -0.78, -0.02]],
  "mulliken_charge": [-0.61, -0.36, -0.80, 0.44, -1.15, -0.74, 0.27, 0.24, 0.33, 0.26, 0.34, 0.30, 0.27, 0.38, 0.32, 0.26, 0.26],
  "e_homo_ev": -9.5,
  "multiplicity": 1,
  "smiles": "C=CC[C@H](C)N"
}

=====

Listing relative energy (zero: lowest compared OMol25 entry of this formula, charge and spin) for the structures above in their given order: 83.0, 32.4 kcal per mole.
Listing gap between HOMO and LUMO for the structures above in their given order: 0.41447, 0.39013 Ha.